Entry from OMol25: C42H33BiF10N4O9PS as an isolated structure (wB97M-V/def2-TZVPD).

Element x y z (Å)
H 0.6135 -5.4228 2.8272
H -0.4489 4.6503 1.8182
H 5.5166 -2.2957 0.3174
C -3.4440 0.4995 3.7327
C 1.1093 -3.3296 1.2885
F -0.0449 1.0444 -3.9947
H 1.6260 -2.2707 -1.3554
C 1.8044 -4.3085 -0.5924
C 0.4191 -4.4968 3.3501
C -0.3603 -4.3653 -5.2265
O -0.6486 -1.2309 -2.2886
F -1.3975 1.9035 -5.4536
H -3.1131 7.8467 0.0682
C -1.7174 -4.6457 -2.8514
C -1.2526 6.3763 -2.1826
H 4.0790 -3.3975 -1.3376
H -0.0094 4.7314 -1.7378
P 0.2124 -0.4942 2.2776
C -1.9331 1.9281 4.9261
C -0.4954 4.3256 0.7818
H -1.7544 2.7020 5.6632
H -0.3451 -3.2637 6.4006
F -2.6237 3.9343 -2.5342
H 1.1404 -4.5703 -1.4090
C 1.8105 0.2605 2.7297
F -0.9458 6.4057 -3.4866
H -0.2345 -1.1636 5.1554
O -2.8561 8.1300 -2.3741
C -0.7011 5.4791 -1.3652
F -3.4461 3.3502 -4.4384
C -2.2391 7.3264 -1.7069
C -3.1606 2.9151 -3.1981
C -1.0525 -3.4463 -3.1023
H 4.1118 -1.4976 1.0440
C 3.2049 2.2145 2.9810
F -4.0527 0.7174 -4.4384
H 4.9411 -1.1283 -1.8777
N -2.4193 7.2331 -0.3284
H 3.4817 -0.4059 -1.1773
C -1.0311 -5.5433 -4.9540
C -0.3574 -3.3090 -4.3124
C 3.8803 -1.2943 -1.6754
N 1.6718 -2.3469 0.7218
F -2.2483 -0.4409 -4.3878
S 2.8222 2.5516 -1.2144
H 0.1412 1.7391 4.4417
C 2.1749 -2.8087 -0.5800
N 0.9120 0.5739 -0.8213
C -0.1158 -3.2831 5.3412
H 4.9470 -0.5993 3.6922
C 4.2670 1.4129 3.3760
H 0.4937 4.0340 0.4327
C 0.2595 -2.0712 3.2744
H -2.5532 -0.8261 2.3104
H -4.4492 0.1528 3.5260
H 5.2177 1.8615 3.6371
O -2.0605 6.4095 1.7598
C -1.8398 6.3502 0.5680
C 3.6798 -2.5315 -0.8006
C 0.5452 -3.2949 2.6536
H 2.6787 -4.9606 -0.6070
H -4.0621 1.9234 5.2170
C -0.8597 1.3817 4.2333
C -2.9949 0.4054 -3.6712
H 4.2916 -3.2509 1.1704
F -3.4528 -0.2636 -2.6006
H -0.0162 -5.4267 5.2312
C 2.8900 -0.5402 3.0981
C -1.7162 -5.6938 -3.7555
C 1.7229 1.4070 -0.9856
H -2.2428 -6.6137 -3.5330
O 1.1037 -4.5269 0.6548
H 3.3270 3.2887 2.9217
H -1.0124 -6.3477 -5.6796
H 0.1775 -4.2493 -6.1628
C -1.0662 0.3948 3.2767
C 1.9869 1.6420 2.6432
H 2.7747 -1.6171 3.1279
O 0.3328 -2.1777 -4.5842
C -0.0379 -2.0912 4.6376
C -1.0122 1.9403 -4.1637
N -0.9649 5.4520 -0.0137
C -1.4410 3.1203 0.7047
O -1.6827 -2.6724 -0.9509
H 0.6580 -2.2151 -5.4889
F -4.3140 2.6021 -2.5881
C 0.0801 -4.4936 4.6907
C -2.1898 1.6735 -3.1765
O -1.7404 1.5917 -1.9089
F -0.4906 3.1558 -3.9354
H 1.1690 2.2530 2.2793
C -3.2271 1.4913 4.6790
Bi -1.1341 0.0485 -0.4551
C 4.4458 -2.3898 0.5123
O -0.7900 2.0050 0.8144
H 3.3568 -1.3977 -2.6298
H -2.2459 -4.7205 -1.9101
C -2.3707 -0.0415 3.0418
C -1.1354 -2.3868 -2.0320
O -2.6385 3.2896 0.5871
C 4.1112 0.0339 3.4182

Force components x, y, z for each atom (eV/Å):
0.00 -0.01 0.01
0.08 0.02 0.08
-0.02 -0.02 0.00
0.02 -0.01 -0.01
0.00 -0.02 0.05
0.03 0.07 -0.04
-0.07 -0.02 -0.03
0.02 0.12 0.20
0.05 0.04 -0.04
-0.01 0.01 -0.03
0.07 -0.27 0.14
0.03 -0.01 0.03
-0.01 0.07 0.04
-0.02 -0.04 -0.02
0.05 0.17 -0.02
0.01 -0.05 -0.08
-0.05 0.00 0.06
-0.23 -0.08 0.64
-0.03 0.01 0.00
0.04 0.12 -0.11
0.00 -0.01 -0.03
-0.01 0.00 -0.05
-0.14 -0.10 -0.11
-0.13 -0.08 -0.09
-0.01 0.02 -0.02
-0.05 -0.04 -0.04
-0.03 0.09 -0.01
0.03 0.03 0.00
0.16 -0.04 0.20
-0.05 -0.06 0.07
-0.02 0.00 0.09
0.02 -0.22 0.05
0.06 0.04 0.04
0.06 -0.07 -0.06
0.00 -0.02 -0.01
0.06 0.00 0.07
-0.03 0.02 0.01
-0.02 -0.07 -0.09
0.11 -0.11 -0.05
0.01 0.01 0.01
-0.02 -0.11 0.02
-0.06 -0.01 0.09
-0.02 0.03 -0.01
-0.06 0.03 0.05
0.07 0.03 0.02
0.00 -0.04 0.00
-0.03 -0.05 -0.08
0.53 -0.22 -0.11
-0.01 0.00 0.02
-0.03 0.00 0.01
-0.03 0.00 -0.01
0.04 0.05 0.02
0.10 0.03 -0.26
0.01 0.02 0.03
0.03 0.01 -0.01
-0.01 -0.01 -0.02
-0.04 -0.04 -0.09
0.18 -0.05 -0.01
-0.04 0.19 0.03
0.09 -0.03 -0.14
0.03 -0.02 0.03
0.03 0.00 -0.03
0.07 0.06 -0.02
0.14 0.10 0.07
0.01 0.02 -0.01
-0.10 -0.04 -0.07
0.02 0.00 -0.01
-0.07 0.05 0.14
-0.01 0.01 0.01
-0.22 0.24 0.01
0.02 0.05 0.00
-0.02 0.00 -0.10
0.00 -0.01 -0.03
-0.01 0.02 0.00
0.00 0.00 0.03
0.14 -0.29 0.11
-0.05 -0.05 -0.14
0.03 0.07 0.03
-0.04 0.09 0.09
-0.13 0.01 -0.13
-0.02 -0.01 0.19
-0.15 0.03 0.00
0.08 -0.19 0.01
0.20 0.10 -0.08
0.03 -0.03 -0.03
0.07 0.02 -0.08
0.00 0.04 0.02
-0.27 0.30 -0.11
0.26 -0.44 0.07
0.03 -0.06 -0.07
0.01 0.02 0.04
0.05 -0.01 0.00
-0.47 0.82 -0.24
-0.03 -0.05 -0.02
-0.23 -0.06 -0.09
0.02 0.02 0.04
0.03 0.00 0.00
-0.03 0.02 -0.04
-0.13 -0.04 0.05
0.01 -0.14 -0.08
0.02 0.03 0.00

For the HOMO-LUMO gap, the calculation gives 8.3 eV. As for the strongest force on any atom: 0.01893 Eh/bohr. As for the charge: -1. The value obtained for the electronic energy is -121623.8785 eV.

***

Entry from OMol25: a 7-piece molecular cluster, C19H52O17S7 overall in a non-equilibrium geometry (wB97M-V/def2-TZVPD).

Element x y z (Å)
S 1.1589 -2.8844 4.3114
C 5.9797 0.0770 0.5657
H 2.8201 -3.6231 -3.3205
H -1.8329 7.8389 2.8559
H -1.8927 4.6112 1.2214
O 0.7304 5.6396 4.1715
H -3.6300 -2.0166 0.5454
C 5.5059 -4.2892 0.7381
O -1.4948 5.0301 3.1012
C 1.2871 -2.7787 2.5200
H -1.5987 7.5217 4.5731
O 3.3171 0.8483 0.7698
H -4.7595 -1.6575 -0.7890
H 1.1474 1.2509 3.8896
H -4.5173 4.4705 1.6162
C -0.6336 1.7553 0.0114
C -3.1382 -2.9473 -1.3110
H -2.0489 -2.9813 -1.3292
H 4.0093 -3.0210 -4.3476
H 5.9618 -5.2274 0.4220
S 3.9580 -4.1885 -0.1792
O 0.3026 6.2397 1.7604
H 5.7269 -0.8085 -0.0175
H 1.5068 -3.7833 2.1585
C -3.7414 4.2021 2.3331
H 5.4252 -2.9276 -2.4367
O -1.7060 3.6195 -4.1678
H 6.9234 -0.0256 1.1014
C -1.0809 7.6541 3.6231
H -1.4554 2.0414 0.6679
O -0.7208 -0.9984 0.4635
H -5.8743 -3.6480 -2.6301
H -2.3629 2.4461 -6.5867
H -2.7705 5.2983 -3.9840
H 3.7837 -4.7531 -4.2591
O -0.4884 1.4825 -4.7110
H -0.7398 -0.8370 5.1852
H 5.3294 -1.3047 2.9058
H 5.2165 -4.3198 1.7885
H -0.3508 8.4634 3.6322
C 5.0134 -3.8891 -2.7435
H -3.3074 3.7214 -1.6144
C 4.3594 -1.0947 2.4553
S 0.3086 0.1357 0.1985
O -2.5865 1.4730 -3.0916
S -0.2232 6.0402 3.1143
H -0.5599 -0.7263 3.4637
O -0.0491 -3.5283 4.7940
O 1.0608 -1.2951 4.6814
H -2.4162 5.2862 -1.7946
C 3.8326 -3.8457 -3.6571
H 2.0342 -2.0244 2.2732
H 0.6838 1.1327 5.6123
O 3.0036 -5.2609 0.2098
H -0.0204 -0.2384 -2.1132
H -2.9235 5.9753 1.8556
H 0.3649 -2.4006 2.0786
H 0.1344 2.5278 0.0500
H -1.0746 1.7309 -0.9851
O -3.8079 -4.1634 -1.1393
H -3.6914 3.8316 -3.9582
S -4.0969 -5.2076 -2.4164
H 5.8299 -4.4038 -3.2500
S 4.5716 0.5766 1.6370
S -1.8332 1.9459 -4.2735
C -2.4350 5.0251 2.0716
C -0.0455 -0.5277 4.4039
H 1.6163 0.5607 -1.6538
O 4.7051 -4.7166 -1.6631
H -0.5677 1.4523 4.3170
H -1.4711 3.9573 -1.6986
C -2.8559 1.7900 -5.8694
O 2.4673 -3.4130 4.7715
H -3.1088 -0.9072 -0.7743
O -3.2469 -4.7939 -3.5506
H -3.8691 2.0515 -5.5642
H -5.9884 -5.0750 -3.8098
C 0.3634 0.9535 4.5860
C -3.7114 -1.7776 -0.5150
H -4.2181 4.4094 3.2912
H 1.3977 -1.1801 -1.5527
H -6.5359 -5.2978 -2.2431
C -2.4586 4.2322 -2.0691
H 6.2421 -3.5364 0.4562
H -3.3892 -2.7519 -2.3536
H -2.6977 0.7518 -6.1614
O -4.1246 -6.5927 -1.9364
C 0.8770 -0.2243 -1.4947
H -3.4516 3.1519 2.3652
C -5.7942 -4.7221 -2.7969
H 6.0315 0.9397 -0.0985
O 3.5542 -2.7469 -0.2439
H 3.5866 -1.0765 3.2237
H 4.0343 -1.9823 1.9125
C -2.7644 4.2786 -3.5990

Force components x, y, z for each atom (eV/Å):
1.20 -0.63 0.61
-0.83 0.51 -0.38
0.31 -0.19 0.95
0.15 0.01 -0.09
-0.48 0.31 -0.45
-2.71 0.41 -2.17
-0.01 0.41 0.09
-0.48 -0.87 -0.04
1.24 0.30 2.06
-0.69 0.17 0.38
0.38 -0.12 0.03
2.49 -0.53 1.15
0.00 0.22 0.09
-0.03 -0.08 -0.02
0.43 -0.35 -0.44
0.64 -0.44 -1.54
-0.14 1.74 -2.81
-0.01 -0.52 0.78
0.11 -0.01 -0.45
-0.31 -0.20 0.28
-0.41 0.35 -1.67
-1.20 -0.58 1.80
-0.05 -0.01 0.11
0.12 0.16 -0.03
1.43 -0.36 0.99
-0.37 0.26 0.15
2.11 -3.29 -2.41
-0.25 -0.01 0.23
0.22 -1.46 -0.59
0.34 -0.89 0.63
1.07 1.62 -0.23
-0.12 -0.17 -0.32
-0.27 0.09 0.21
0.25 0.00 0.01
-0.06 -0.05 0.12
-3.00 1.00 1.93
-0.63 0.52 -0.02
-0.01 0.05 0.21
0.34 0.19 0.03
0.06 -0.32 0.06
-0.39 0.25 -0.08
0.47 0.03 0.65
0.01 0.27 0.37
-1.73 -1.89 1.27
1.74 0.64 -2.28
1.61 1.55 0.52
0.49 -0.04 -0.43
1.09 0.71 -0.79
3.28 -2.60 -0.28
-0.71 0.18 0.57
-0.19 0.95 -1.84
0.09 -0.45 0.17
-0.18 0.13 -0.12
2.56 2.89 -0.97
0.29 0.28 -0.31
1.12 0.74 -0.09
-0.26 -0.22 0.10
0.05 0.04 -0.02
0.05 0.07 -0.14
-0.74 -3.28 0.41
-0.38 -0.07 0.66
0.64 0.21 -0.12
0.07 -0.03 -0.03
-2.10 -1.38 -0.68
0.87 0.37 -1.60
-2.06 -0.27 -1.58
-1.52 1.15 1.06
-0.19 0.12 -0.70
-1.29 -0.50 3.57
0.19 0.70 0.33
-0.15 -0.98 -0.83
1.06 0.04 2.08
-2.61 1.68 -0.70
-0.16 0.02 0.21
-1.44 -0.85 2.15
0.03 -0.12 -0.53
0.35 0.59 -0.28
-0.81 -1.24 -0.59
0.22 -1.36 0.16
0.39 0.27 0.24
-0.19 -0.02 0.61
0.43 0.22 0.70
-1.74 1.88 -0.28
-0.63 0.44 0.10
0.46 0.82 -0.35
-0.37 0.06 0.10
0.40 2.69 -0.58
-0.30 0.98 0.66
-0.59 -0.17 -0.33
0.15 -0.68 -0.10
0.27 -0.09 -0.16
0.69 -3.53 -0.19
0.30 0.80 0.37
0.43 0.59 -1.06
0.09 0.20 1.76

The value obtained for the energy above the lowest of the compared OMol25 structures with the same formula, charge and spin is 468.1 kJ/mol. For the HOMO-LUMO gap, the calculation gives 8.5 eV. As for the strongest force on any atom: 0.08929 Eh/bohr. As for the charge: 0. The value obtained for the electronic energy is -131191.7416 eV.

***

Entry from OMol25: C30H23GeMnN4O2 as an isolated structure in a non-equilibrium geometry (wB97M-V/def2-TZVPD).

Element x y z (Å)
H 1.0153 -5.0433 1.9703
C -2.6551 3.3927 0.9938
C 2.6627 2.6738 -0.4704
C 2.0907 1.4883 -0.0049
H 2.0806 -1.6978 -1.1280
H 1.1009 -3.1813 -5.0168
H 2.2909 -3.4303 -2.8642
H 4.2494 4.0978 -0.2534
C -2.5552 -2.7254 -2.7500
H -4.3882 0.1181 -2.9199
H 1.9034 -4.1383 4.1240
C 3.8461 1.3268 1.6471
H -0.2698 2.0788 -1.5041
C -1.3961 4.1473 2.9276
H -0.0565 2.7622 3.8644
H 2.2074 3.2175 -1.2908
N -2.0459 -1.2478 -0.9468
C -3.4881 -1.8307 -3.2468
C 1.3613 -3.5017 3.4378
H 2.2893 -0.1126 1.4190
C 1.5400 -1.5873 -2.0636
C 1.6635 -2.5656 -3.0394
H -0.2912 -1.1829 -5.4353
N -0.0343 -1.8743 1.6713
H -2.3561 -3.6656 -3.2434
C 2.6978 0.8222 1.0555
H 1.4914 -1.7062 4.6528
H 4.3044 0.8007 2.4745
H -0.5241 0.5486 -3.7010
N -0.5758 0.6335 2.1338
H -4.0479 -2.0607 -4.1434
C -2.3306 4.3738 1.8975
Mn -1.0264 -0.3937 0.6293
C 0.2141 -1.3021 -4.4853
C 0.9966 -2.4241 -4.2505
O 0.5805 0.5757 4.1552
C 0.4460 -1.3914 2.8356
Ge 0.4850 0.8812 -0.9053
H 5.2961 2.9066 1.6416
C -1.8609 -2.3976 -1.6003
C -3.6840 -0.6296 -2.5836
H -1.1179 -3.0721 -1.2042
C -2.9407 -0.3751 -1.4496
H -2.8013 5.3442 1.8148
C 0.1776 0.0645 3.1401
N -2.1903 1.0343 0.3176
O -3.8895 1.7707 -1.0927
H -1.1636 4.9489 3.6158
C 0.7515 -0.4579 -2.2861
H -0.2160 -3.5351 0.4618
C 0.8704 -4.0084 2.2450
C 3.8150 3.1781 0.1157
C 4.4034 2.5079 1.1782
C -0.7709 2.9344 3.0764
C -3.0880 0.9450 -0.7351
H -3.3714 3.5679 0.2085
C -2.0261 2.1430 1.1150
C -1.0792 1.9115 2.1658
C 1.1426 -2.1669 3.7394
C 0.0880 -0.3254 -3.5055
C 0.1793 -3.1652 1.3954

Force components x, y, z for each atom (eV/Å):
0.00 0.00 0.00
0.14 -0.37 -0.08
-0.09 0.02 0.01
-0.03 0.07 0.05
0.00 0.00 -0.01
0.00 0.00 0.00
0.00 0.00 0.00
-0.01 0.00 0.00
0.01 -0.02 0.04
0.00 0.01 0.00
0.00 0.00 0.00
-0.01 -0.02 -0.02
0.02 -0.06 0.02
-0.39 0.32 -0.32
0.00 0.00 0.00
-0.01 0.01 0.01
0.04 0.13 -0.04
-0.02 0.02 -0.02
0.01 0.02 0.03
-0.04 -0.02 0.04
0.04 0.00 0.08
0.00 0.00 -0.01
0.00 0.01 0.01
0.01 0.13 -0.03
0.00 0.00 0.01
0.05 -0.11 -0.05
-0.01 0.01 0.00
-0.01 0.00 -0.01
0.00 0.00 0.00
0.24 -0.76 -0.40
0.00 0.00 0.00
0.31 0.16 0.46
-0.44 0.10 0.31
0.00 0.05 0.01
0.01 0.00 0.02
0.01 -0.02 -0.01
0.01 0.09 0.03
0.19 0.31 -0.06
0.00 0.00 0.00
-0.03 -0.09 0.01
0.01 -0.03 0.01
0.03 0.01 -0.01
-0.03 0.06 0.01
0.00 0.00 0.02
-0.07 -0.04 -0.14
0.41 -0.81 -0.36
0.05 -0.05 0.00
-0.02 0.01 0.00
-0.09 -0.10 0.06
0.00 0.00 -0.01
-0.02 0.01 -0.05
0.01 -0.03 0.01
0.00 0.02 -0.01
0.01 -0.37 -0.23
0.01 -0.08 0.05
0.00 0.00 0.00
0.48 0.63 1.01
-0.76 0.92 -0.39
0.00 -0.02 -0.02
-0.03 -0.01 -0.02
0.01 -0.08 -0.02

For the HOMO-LUMO gap (alpha / beta), the calculation gives 6.5 / 6.2 eV. Its spin multiplicity is 2. The expectation value of S² is 0.952. As for the strongest force on any atom: 0.02501 Eh/bohr. As for the charge: +1. The value obtained for the electronic energy is -129369.3766 eV.

***

Entry from OMol25: C16H15BiN2O2S2Se as an isolated structure (wB97M-V/def2-TZVPD).

Element x y z (Å)
H -6.3404 0.6988 -2.2123
H 3.3379 -5.2911 1.1234
C 2.5023 -4.8222 0.6105
C 1.6473 0.9199 -1.5233
C -4.8132 -0.2818 -1.0686
C 1.7558 2.2575 -0.8342
C -6.0887 1.6089 -0.2851
H 1.1671 -4.2981 2.2816
H -3.8613 0.5949 2.0624
H 3.6624 2.7600 -1.6505
H 2.3493 -1.6570 -0.5386
C 2.9887 4.2446 -0.2516
S 0.6938 -1.4882 1.8420
H -4.5881 -1.0073 -1.8398
N 2.2989 -2.5735 -0.0587
H 1.8684 -5.6013 0.1907
H 0.0771 4.0940 1.4718
H 2.6716 -4.1005 -1.4657
C 0.7336 2.6295 0.0497
S -0.8117 1.7566 0.3194
O 0.9498 0.8052 -2.5371
H 3.8646 4.8696 -0.3726
H 4.0497 -3.6745 -0.4492
C -5.3918 1.5758 0.9152
C -5.7982 0.6788 -1.2747
O 2.1426 -0.0519 -0.8494
H -6.8519 2.3597 -0.4500
C -4.1124 -0.3164 0.1366
H 2.0648 5.5276 1.2034
C 2.9704 -3.8089 -0.4626
C 1.9811 4.6140 0.6278
Se -2.7902 -1.6530 0.4687
C 0.8622 3.8081 0.7812
C 2.8754 3.0630 -0.9693
C -4.4074 0.6183 1.1281
Bi -0.4643 -0.6052 -0.4452
H -5.6151 2.2972 1.6918
N 1.7345 -3.9681 1.5212
C 1.6086 -2.7163 1.0603

Force components x, y, z for each atom (eV/Å):
0.03 -0.01 0.01
0.03 -0.01 0.04
-0.07 0.20 0.03
-0.10 0.05 0.04
-0.03 0.08 0.09
-0.14 -0.14 0.21
0.05 -0.04 -0.02
0.01 -0.03 -0.01
-0.01 0.00 -0.01
-0.02 0.00 0.04
0.14 0.06 -0.06
-0.02 0.02 0.01
-0.13 -0.27 -0.18
-0.01 0.01 0.01
-0.21 -0.12 0.04
-0.04 -0.03 -0.02
0.03 -0.02 -0.02
-0.02 -0.02 -0.06
0.10 0.05 -0.10
0.04 -0.16 -0.03
0.08 -0.05 0.04
-0.02 -0.01 0.00
0.06 0.03 0.01
0.05 -0.06 0.00
0.07 -0.06 0.05
0.00 0.24 -0.12
0.02 -0.04 0.00
-0.18 0.38 -0.11
-0.01 -0.02 -0.02
-0.12 0.08 0.17
0.00 -0.04 -0.02
0.18 -0.05 0.09
0.01 0.01 -0.03
-0.01 0.06 -0.03
-0.04 0.03 -0.07
-0.02 -0.11 0.13
0.02 -0.01 -0.02
0.01 0.03 0.11
0.28 -0.02 -0.20

The value obtained for the energy above the lowest of the compared OMol25 structures with the same formula, charge and spin is 57.1 kJ/mol. For the HOMO-LUMO gap, the calculation gives 7.6 eV. As for the strongest force on any atom: 0.00839 Eh/bohr. As for the charge: 0. The value obtained for the electronic energy is -116768.6284 eV.